The following is a DFT calculation (wB97M-V/def2-TZVPD) of a structure of composition C41H40AlBN4O4S.

XYZ file:
```
92
Properties=species:S:1:pos:R:3:mulliken_charge:R:1
Al -1.7711 0.3375 0.0045 0.166
C 3.5767 0.1093 -2.7057 -1.713
C 3.5674 0.1077 -1.1925 1.603
C 5.0093 0.0967 -0.6185 -1.988
O 2.8184 -0.9815 -0.7142 -0.511
C 1.4317 -0.6231 -0.7220 0.318
C 1.5414 0.9521 -0.8396 -1.274
O 2.9293 1.2767 -0.7372 -0.293
C 0.6425 1.9896 -0.0696 3.200
O -0.6395 1.6283 -0.3869 -0.607
C 0.9514 3.3862 -0.6567 -0.519
C 2.1761 4.0954 -0.5926 -0.429
C 2.2559 5.3703 -1.0680 -0.831
C 1.1791 6.0617 -1.6108 -0.651
C -0.0312 5.4418 -1.5935 -1.170
C -0.1504 4.1574 -1.0314 0.362
C 0.7838 2.2284 1.4012 -0.867
C -0.3586 2.4001 2.1756 -0.013
C -0.3661 2.3894 3.5362 -1.167
C 0.7943 2.2775 4.2613 -0.678
C 1.9685 2.2050 3.5393 -0.862
C 1.9782 2.1703 2.1337 0.049
C 0.6236 -1.3556 0.3880 2.093
O -0.6923 -1.0599 0.1419 0.403
C 0.7728 -2.9190 0.2527 -0.593
C 1.0278 -3.6293 -0.9241 -0.027
C 1.1022 -5.0107 -0.9833 -1.005
C 0.8609 -5.7478 0.1664 -0.688
C 0.5000 -5.1227 1.3346 -0.796
C 0.4469 -3.7144 1.3620 -0.448
C 0.9406 -1.0231 1.8489 -0.248
C -0.1186 -0.8771 2.7571 0.797
C 0.1973 -0.9050 4.1412 -0.835
C 1.4756 -1.0029 4.6324 -0.720
C 2.4923 -1.1256 3.7110 -1.334
C 2.2562 -1.1777 2.3403 -0.149
H 3.8761 -0.8804 -3.0610 0.362
H 4.3674 0.8909 -3.0238 0.367
H 2.6702 0.4826 -3.1267 0.388
H 5.6199 -0.6648 -1.0623 0.421
H 4.9946 0.0074 0.4599 0.411
H 5.4905 1.0179 -0.7665 0.461
H 0.9392 -0.9745 -1.6859 0.692
H 1.3141 1.1202 -1.8418 0.303
H 3.1533 3.6012 -0.3889 0.202
H 3.2227 5.8302 -1.1023 0.436
H 1.3422 7.0408 -2.0432 0.393
H -0.9148 5.9083 -1.9459 0.548
H -1.2283 3.7453 -1.0443 -0.184
H -1.3164 2.5012 1.6810 0.669
H -1.3573 2.4753 3.9693 0.469
H 0.8182 2.2935 5.3223 0.529
H 2.9248 2.1240 4.0369 0.409
H 2.9068 1.9169 1.6524 0.359
H 1.0990 -3.1233 -1.8955 0.445
H 1.4204 -5.5303 -1.8923 0.411
H 1.0502 -6.7791 0.1697 0.526
H 0.3209 -5.6088 2.3004 0.460
H 0.2205 -3.3612 2.3536 0.507
H -1.1785 -0.8410 2.4458 -0.160
H -0.5830 -0.8354 4.8309 0.420
H 1.5252 -0.7263 5.6693 0.385
H 3.4959 -1.1424 4.0939 0.405
H 3.0845 -1.2985 1.6492 0.624
C -3.0488 -4.2185 1.3997 -0.805
N -2.9015 -3.6915 0.0458 0.283
C -2.4527 -4.4056 -1.1099 -0.638
C -2.4295 -3.5001 -2.0917 -0.615
N -2.7337 -2.2588 -1.5743 0.591
C -3.0785 -2.4014 -0.2855 0.282
S -3.5847 -1.1062 0.7084 -0.701
C -2.9033 -1.1283 -2.4395 0.470
C -3.3921 -1.2628 -3.7407 -1.205
C -3.5125 -0.1290 -4.5072 -0.440
C -3.0814 1.0867 -4.0194 -1.186
C -2.5923 1.1275 -2.7209 0.031
N -2.5009 0.0569 -1.9220 0.405
H -3.0903 -5.3302 1.2701 0.351
H -4.0116 -3.8566 1.7790 0.405
H -2.2326 -4.0218 2.0662 0.184
H -2.2017 -5.4396 -1.1307 0.505
H -2.0237 -3.5982 -3.0681 0.444
H -3.7775 -2.1579 -4.0958 0.675
H -3.9587 -0.1699 -5.4988 0.415
H -3.1847 2.0564 -4.5781 0.405
H -2.2955 2.0854 -2.3174 0.492
B -4.7369 3.8291 -0.4233 0.342
C -3.8803 2.6857 0.1871 0.195
N -3.1031 1.8619 0.4258 -0.259
H -5.1097 3.4425 -1.4986 -0.165
H -5.6704 4.1125 0.2548 -0.163
H -3.9616 4.7363 -0.5507 -0.139
```

Computed properties:
Orbital gap ... 7.2294 eV
E_tot ... -2771.9263 a.u.
Highest occupied orbital energy ... -7.89 eV
E_LUMO ... -0.02440 Eh